No. 1
Entry from the OMol25 dataset: 2 unconnected molecules or ions with the total composition C4H9NO2 (ωB97M-V/def2-TZVPD).

Each line ends with the Löwdin charge.
Geometry (Å):
C: -2.360 0.583 0.508  -0.17
C: -1.899 -0.871 0.575  -0.17
N: 1.521 0.377 0.195  0.07
C: 1.113 1.317 0.874  -0.25
O: 0.645 2.074 1.633  0.18
O: 2.199 0.631 -0.995  -0.16
C: 2.776 -0.594 -1.418  -0.09
H: -2.195 1.006 -0.489  0.07
H: -3.428 0.676 0.732  0.06
H: -1.818 1.209 1.225  0.05
H: -2.054 -1.293 1.573  0.06
H: -2.450 -1.497 -0.136  0.06
H: -0.833 -0.961 0.339  0.04
H: 3.318 -0.341 -2.331  0.09
H: 3.462 -0.975 -0.655  0.09
H: 2.002 -1.339 -1.631  0.09

Calculated values
relative energy (zero: lowest compared OMol25 entry of this formula, charge and spin): 353.7 kJ/mol
SMILES: CON=C=O.CC
total charge: 0



No. 2
Entry from the OMol25 dataset: 16 unconnected molecules or ions with the total composition C28H90N2O16 (ωB97M-V/def2-TZVPD).

Each line ends with the Löwdin charge.
Geometry (Å):
C: -4.999 0.748 -1.011  -0.07
C: -5.646 1.800 -0.088  -0.27
O: -6.207 1.247 1.085  -0.10
H: -5.709 0.452 -1.783  0.07
H: -4.500 -0.069 -0.490  0.05
H: -4.202 1.158 -1.631  0.07
H: -6.480 2.341 -0.533  0.12
H: -4.955 2.469 0.424  0.11
H: -7.116 1.024 0.870  0.10
C: -4.686 -3.120 1.106  -0.09
C: -4.786 -3.139 2.620  -0.26
O: -3.861 -2.112 3.051  -0.12
H: -5.323 -3.890 0.670  0.07
H: -3.695 -3.342 0.712  0.07
H: -5.056 -2.160 0.746  0.06
H: -4.470 -4.088 3.054  0.11
H: -5.762 -2.873 3.026  0.11
H: -4.232 -1.229 2.991  0.03
C: -1.155 1.460 -5.018  -0.08
C: -0.306 1.115 -6.200  -0.34
O: -0.373 2.202 -7.094  -0.06
H: -1.096 0.641 -4.300  0.05
H: -2.215 1.573 -5.249  0.09
H: -0.739 2.297 -4.458  0.08
H: -0.605 0.147 -6.604  0.12
H: 0.729 1.019 -5.871  0.08
H: 0.380 2.045 -7.668  0.08
C: 4.944 2.575 0.478  -0.06
C: 4.545 1.128 0.086  -0.26
O: 4.101 0.383 1.233  -0.11
H: 5.237 3.171 -0.387  0.08
H: 5.789 2.658 1.162  0.07
H: 4.144 3.053 1.042  0.07
H: 5.410 0.579 -0.287  0.11
H: 3.817 1.219 -0.719  0.09
H: 4.783 0.597 1.874  0.10
C: 3.966 -2.491 -5.162  -0.06
C: 3.054 -1.414 -5.818  -0.30
O: 3.580 -0.135 -5.507  -0.10
H: 5.009 -2.224 -5.336  0.07
H: 3.778 -3.505 -5.513  0.08
H: 3.849 -2.508 -4.079  0.06
H: 2.022 -1.620 -5.534  0.10
H: 3.004 -1.531 -6.901  0.11
H: 3.168 0.497 -6.101  0.07
C: 2.367 4.353 -5.168  -0.08
C: 3.246 3.193 -4.820  -0.30
O: 3.903 3.460 -3.583  -0.09
H: 2.889 5.288 -5.369  0.08
H: 1.676 4.629 -4.371  0.08
H: 1.832 4.107 -6.085  0.07
H: 3.985 3.171 -5.621  0.12
H: 2.718 2.241 -4.776  0.09
H: 4.518 4.176 -3.760  0.10
C: -3.402 -1.392 -3.740  -0.07
C: -3.872 -2.397 -2.671  -0.32
O: -2.768 -3.064 -2.216  -0.08
H: -4.217 -0.958 -4.319  0.08
H: -2.694 -1.802 -4.460  0.08
H: -2.825 -0.627 -3.220  0.05
H: -4.541 -3.131 -3.121  0.12
H: -4.333 -1.861 -1.842  0.08
H: -3.085 -3.893 -1.849  0.11
C: 0.207 4.144 -0.006  -0.06
C: 1.448 3.738 -0.840  -0.32
O: 2.355 4.826 -0.915  -0.08
H: -0.399 4.928 -0.460  0.07
H: 0.544 4.322 1.015  0.07
H: -0.472 3.297 0.088  0.05
H: 1.144 3.442 -1.844  0.10
H: 1.967 2.913 -0.353  0.08
H: 2.856 4.634 -1.712  0.04
C: 2.027 -3.895 0.516  -0.05
C: 3.393 -3.294 0.944  -0.30
O: 3.244 -2.365 1.991  -0.09
H: 1.565 -3.395 -0.336  0.06
H: 1.330 -3.785 1.347  0.06
H: 2.098 -4.954 0.269  0.07
H: 3.913 -2.811 0.116  0.10
H: 4.085 -4.094 1.205  0.10
H: 3.679 -1.574 1.662  0.04
C: -2.475 1.067 3.857  -0.09
C: -3.749 1.596 3.347  -0.33
O: -4.706 0.586 3.292  -0.08
H: -1.585 1.603 3.529  0.08
H: -2.179 0.070 3.530  0.06
H: -2.541 0.962 4.940  0.08
H: -3.613 1.912 2.313  0.10
H: -4.103 2.406 3.984  0.12
H: -5.364 0.886 2.660  0.04
O: -0.148 -2.901 -3.021  -0.07
H: 0.042 -2.120 -2.501  -0.04
H: -1.025 -3.166 -2.744  -0.02
O: 1.772 1.485 2.380  -0.05
H: 2.039 1.804 3.242  0.05
H: 2.594 1.365 1.903  -0.01
O: -1.118 -3.506 2.464  -0.07
H: -0.613 -2.742 2.187  -0.05
H: -1.963 -3.149 2.739  -0.01
O: 5.130 0.857 -3.128  -0.05
H: 4.839 0.372 -3.900  0.00
H: 4.590 1.647 -3.122  -0.01
C: -1.306 0.087 9.149  -0.07
C: -0.221 -0.810 8.529  -0.43
C: 0.252 -0.415 7.151  -0.18
O: 0.621 -1.597 6.405  -0.19
C: 0.924 -1.364 5.055  -0.12
N: 0.839 -0.958 9.553  0.03
H: -1.089 1.155 9.167  0.07
H: -1.525 -0.290 10.148  0.07
H: -2.158 0.069 8.469  0.07
H: -0.704 -1.784 8.444  0.13
H: 1.079 0.292 7.216  0.12
H: -0.500 0.136 6.586  0.11
H: 1.852 -0.793 5.080  0.09
H: 0.112 -0.917 4.481  0.07
H: 1.025 -2.312 4.526  0.09
H: 0.379 -1.418 10.326  0.06
H: 1.405 -1.711 9.187  0.06
C: -1.502 -0.291 0.562  -0.01
C: -0.178 -1.120 0.436  -0.37
C: 0.886 -0.448 -0.479  -0.16
O: 0.590 -0.708 -1.849  -0.22
C: 1.582 -0.171 -2.740  -0.06
N: 0.304 -1.174 1.801  0.05
H: -2.154 -0.682 1.344  0.06
H: -2.051 -0.178 -0.373  0.06
H: -1.303 0.748 0.825  0.07
H: -0.234 -2.114 -0.007  0.12
H: 1.882 -0.851 -0.294  0.12
H: 0.871 0.602 -0.188  0.11
H: 1.033 -0.150 -3.682  0.07
H: 2.533 -0.698 -2.809  0.09
H: 1.721 0.870 -2.449  0.08
H: 0.456 -0.199 2.019  0.05
H: 1.236 -1.556 1.877  0.05

Calculated values
total charge: 0



No. 3
Entry from the OMol25 dataset: a single C4H8N2 molecule (ωB97M-V/def2-TZVPD).

Each line ends with the Löwdin charge.
Geometry (Å):
C: 1.978 0.040 -0.305  -0.16
N: 1.407 -1.037 0.493  0.02
C: 0.609 -0.455 -0.578  -0.30
C: -0.556 0.434 -0.226  -0.29
C: -1.917 -0.117 -0.051  -0.14
N: -1.113 0.243 1.114  0.02
H: 2.804 -0.245 -0.952  0.10
H: 2.067 1.033 0.134  0.11
H: 1.052 -0.683 1.380  0.08
H: 0.447 -1.126 -1.420  0.13
H: -0.493 1.458 -0.596  0.14
H: -2.086 -1.182 -0.192  0.11
H: -2.763 0.517 -0.308  0.10
H: -1.436 1.121 1.508  0.09

Calculated values
relative energy (zero: lowest compared OMol25 entry of this formula, charge and spin): 212.9 kJ/mol
SMILES: C1N[C@H]1[C@H]1CN1
total charge: 0



Number 1: LUMO 0.49 eV, HOMO-LUMO gap 10.20 eV. Number 2: LUMO 0.06 eV, HOMO-LUMO gap 9.02 eV. Number 3: LUMO 1.09 eV, HOMO-LUMO gap 10.43 eV.